102
Properties=species:S:1:pos:R:3:forces:R:3 method="wB97M-V/def2-TZVPD" smiles="CCCCCCCCCCCCCCCCCCCC[C@H]1COC(=O)O1.COCCOC.COCCOC" orbital_gap_ev=9.7 charge=0 homo_energy_ev=-9.18 lumo_ev=0.56
C -0.84461 -1.99513 2.76422 -0.143 -0.141 -0.178
C 0.59005 -2.28896 3.16926 0.010 -0.013 0.183
C 1.11868 -1.47595 4.36491 0.124 -0.049 -0.147
C 0.61370 -0.04103 4.49573 -0.048 0.162 -0.105
C 0.95496 0.91840 3.33357 0.038 -0.142 0.305
C 2.29896 0.66295 2.66918 -0.024 0.048 -0.106
C 2.58014 1.51302 1.42896 -0.142 -0.194 0.060
C 1.47878 1.52585 0.35419 0.263 0.072 -0.106
C 2.10698 1.53451 -1.05145 -0.072 -0.097 0.316
C 2.40685 0.09727 -1.49920 -0.097 0.180 0.075
C 1.19953 -0.57109 -2.20499 0.394 0.252 0.111
C 0.45143 -1.60980 -1.37180 0.111 0.100 0.264
C 0.02101 -2.87644 -2.09898 0.337 -0.276 0.262
C -0.69452 -3.83820 -1.12898 -0.140 0.180 -0.279
C -2.24274 -3.84115 -1.19232 0.090 0.047 0.270
C -2.89821 -2.65148 -1.89594 -0.130 -0.274 -0.240
C -4.41782 -2.61183 -1.71245 -0.089 -0.040 0.121
C -4.91709 -1.94263 -0.43013 -0.092 -0.015 -0.011
C -4.54093 -0.46032 -0.30198 0.015 -0.007 0.032
C -5.68407 0.48236 -0.66331 0.150 0.311 0.155
C -5.20709 1.91318 -0.84953 -0.170 -0.130 -0.153
C -6.30115 2.96253 -1.06716 0.230 0.051 -0.130
O -6.38348 3.63815 0.18616 -0.400 0.055 0.068
C -5.30513 3.35042 0.93299 0.449 1.015 1.543
O -5.02924 3.89451 1.98104 -0.455 -1.011 -1.680
O -4.57005 2.40119 0.33687 0.507 -0.245 0.156
H -1.13537 -2.64309 1.93464 -0.037 -0.033 -0.011
H -1.53940 -2.19244 3.58204 -0.027 0.095 0.049
H -0.98362 -0.97014 2.42186 -0.010 0.058 0.091
H 0.64896 -3.34786 3.43379 0.125 -0.026 -0.076
H 1.24698 -2.15396 2.30766 -0.045 0.039 -0.071
H 0.90426 -2.01993 5.28782 -0.143 0.081 0.044
H 2.20905 -1.44683 4.29532 0.030 -0.083 0.078
H -0.47163 -0.03905 4.62530 -0.010 -0.030 0.048
H 1.01536 0.37922 5.42130 0.081 -0.063 0.017
H 0.98826 1.92249 3.74992 -0.166 0.262 -0.075
H 0.14800 0.90461 2.59970 0.054 -0.042 -0.119
H 3.09270 0.84785 3.39988 0.042 -0.094 0.011
H 2.38633 -0.38459 2.37352 -0.032 -0.032 -0.008
H 3.48738 1.10086 0.97840 0.111 0.179 -0.004
H 2.78757 2.54519 1.72182 0.105 0.016 -0.007
H 0.84853 0.63571 0.43902 -0.108 0.043 0.077
H 0.84556 2.40175 0.50196 -0.143 -0.066 0.001
H 3.02169 2.12919 -1.00109 0.009 0.059 -0.142
H 1.43917 2.00847 -1.77257 0.052 0.073 -0.061
H 2.67608 -0.46198 -0.59758 0.078 -0.169 -0.089
H 3.28505 0.06399 -2.14610 -0.028 0.081 -0.094
H 0.52166 0.24014 -2.47638 -0.110 -0.149 -0.302
H 1.57462 -1.02059 -3.12693 -0.209 -0.129 -0.073
H -0.39518 -1.14455 -0.85660 -0.052 -0.016 -0.026
H 1.12258 -1.94451 -0.57340 -0.048 0.002 0.079
H -0.57212 -2.68122 -2.99145 -0.019 0.117 -0.011
H 0.94695 -3.34591 -2.44237 -0.078 -0.063 -0.184
H -0.32716 -4.85144 -1.29299 -0.077 -0.058 0.001
H -0.37591 -3.56781 -0.12017 -0.006 -0.036 0.057
H -2.62583 -3.90366 -0.16930 -0.046 -0.024 0.001
H -2.58177 -4.75148 -1.69008 -0.055 -0.021 -0.045
H -2.44045 -1.71387 -1.58208 0.026 0.059 0.010
H -2.71153 -2.75589 -2.96678 0.107 0.154 -0.010
H -4.89396 -2.11901 -2.56554 0.098 0.076 -0.044
H -4.78398 -3.64279 -1.72391 -0.065 -0.005 -0.063
H -4.58026 -2.50922 0.44013 0.143 0.051 0.006
H -6.00892 -2.01409 -0.41743 -0.014 -0.091 0.065
H -3.68729 -0.22288 -0.94243 0.053 -0.054 0.009
H -4.22586 -0.23920 0.71572 0.081 0.056 0.055
H -6.14060 0.18243 -1.61058 -0.143 -0.079 0.033
H -6.43782 0.46710 0.12891 -0.174 -0.093 -0.122
H -4.47888 1.92242 -1.66253 0.115 0.168 0.115
H -7.26510 2.53103 -1.32277 -0.072 0.017 0.083
H -6.00789 3.69935 -1.81464 -0.088 -0.041 -0.107
C 4.90914 -4.97867 -6.65445 0.003 0.008 -0.007
O 4.66863 -3.62460 -6.98753 0.003 0.015 0.063
C 3.29477 -3.29741 -7.09792 0.072 -0.003 -0.091
C 2.77107 -2.60930 -5.85748 -0.165 -0.009 0.066
O 2.79539 -3.45987 -4.72330 0.093 -0.055 -0.033
C 3.90002 -3.21235 -3.87295 -0.030 0.095 0.032
H 5.95964 -5.06307 -6.38226 0.014 0.004 -0.026
H 4.29484 -5.30134 -5.81059 -0.001 -0.009 0.004
H 4.71355 -5.63293 -7.51110 -0.028 -0.008 0.013
H 2.70268 -4.19549 -7.30158 -0.014 -0.012 0.005
H 3.18483 -2.61956 -7.94974 -0.015 -0.002 0.002
H 1.72958 -2.31913 -6.02892 0.009 0.014 -0.010
H 3.34830 -1.69912 -5.66489 0.011 0.013 -0.004
H 3.74570 -2.28001 -3.31635 0.078 -0.011 0.025
H 4.83135 -3.14097 -4.43921 0.018 -0.005 0.021
H 3.97622 -4.03677 -3.16574 -0.077 -0.011 -0.007
C 0.43496 4.92223 2.98715 0.011 -0.053 0.001
O 1.46031 4.47871 3.85903 -0.032 0.035 0.026
C 2.58551 5.33854 3.90525 0.028 -0.140 -0.043
C 2.57341 6.22365 5.13119 -0.001 0.114 0.043
O 1.48858 7.13397 5.12138 -0.026 -0.029 -0.048
C 0.39431 6.72876 5.92320 0.009 0.014 -0.006
H -0.45330 4.33032 3.20158 0.008 -0.024 -0.013
H 0.20653 5.97890 3.14113 -0.009 0.006 -0.003
H 0.71895 4.76397 1.94016 0.008 0.035 0.001
H 2.63572 5.95271 3.00042 -0.008 0.025 -0.004
H 3.48072 4.70884 3.93543 0.008 0.013 -0.007
H 3.49678 6.81066 5.15192 0.005 -0.016 0.004
H 2.54505 5.60427 6.03360 0.003 -0.016 0.010
H 0.62301 6.85316 6.98744 0.006 -0.033 0.000
H 0.12030 5.68833 5.73472 -0.009 -0.004 0.006
H -0.44780 7.36949 5.66857 0.007 0.022 0.010

***

21
Properties=species:S:1:pos:R:3:forces:R:3 method="wB97M-V/def2-TZVPD" orbital_gap_ev=9.4 charge=+1 homo_energy_ev=-12.23 relative_energy_ev=1.579 lumo_ev=-2.80
C 1.18132 0.19231 -1.37758 -0.822 0.298 -0.285
C 0.53979 0.41732 -2.54237 -0.876 -1.799 -0.179
N 0.10544 -0.62976 -3.39742 1.601 2.011 1.064
N 1.01256 1.23904 -0.33759 1.145 -0.319 -0.793
H 1.52143 -0.80954 -1.06404 -0.240 0.832 0.036
H 0.20938 1.41642 -2.84025 0.122 -0.264 0.141
H -0.67304 -0.39067 -3.96337 -0.434 -0.003 -0.545
H 0.06028 -1.51383 -2.94625 -0.156 -0.625 0.027
H 1.84992 1.37995 0.22402 0.212 -0.001 -0.096
H 0.17016 0.89941 0.42232 0.190 0.312 0.273
H 0.82084 2.13563 -0.79085 -0.103 -0.176 0.157
C -1.36999 -1.00498 3.33749 0.430 -0.931 -1.880
C -0.36131 -0.76118 2.16563 0.453 0.478 0.028
N -0.69086 0.49751 1.41242 -1.191 -0.862 -0.025
H -2.40379 -1.14476 2.91948 0.900 0.304 0.547
H -1.06355 -1.95092 3.78849 -0.232 0.144 0.270
H -1.30864 -0.20498 4.06383 -0.146 0.120 0.113
H 0.68992 -0.62923 2.51808 -0.834 -0.126 0.094
H -0.28901 -1.55150 1.39316 -0.433 0.125 0.668
H -1.59195 0.35076 0.94422 0.221 -0.079 0.061
H -0.92080 1.20491 2.09036 0.196 0.559 0.325

***

14
Properties=species:S:1:pos:R:3:forces:R:3 method="wB97M-V/def2-TZVPD" orbital_gap_ev="7.9 / 7.9" charge=0 homo_energy_ev="-8.41 / -8.41" relative_energy_ev=5.103 lumo_ev="-0.50 / -0.50"
O 2.00236 0.46551 0.47964 -0.161 0.221 0.109
C 1.45964 -0.18466 -0.63117 -0.217 -0.157 -0.272
C 0.28958 -1.05714 -0.35122 0.245 -0.141 -0.021
C -1.06693 0.41642 1.07856 -0.181 0.020 -0.047
C -1.61539 0.75500 -0.16591 0.105 -0.055 -0.042
O -1.35328 0.10257 -1.20043 -0.021 0.102 0.263
H 1.27801 0.99772 0.85004 0.050 -0.153 0.073
H 2.23973 -0.87531 -0.99464 -0.092 0.061 -0.009
H 1.22486 0.49715 -1.46088 0.030 -0.077 0.109
H 0.32514 -1.61618 0.57677 -0.020 0.123 -0.076
H -0.08254 -1.62575 -1.19452 0.024 0.084 0.118
H -1.26466 -0.61003 1.37715 0.061 0.095 -0.080
H -1.13557 1.12243 1.90742 0.048 -0.066 -0.140
H -2.30095 1.61226 -0.27083 0.128 -0.059 0.013

***

12
Properties=species:S:1:pos:R:3:forces:R:3 method="wB97M-V/def2-TZVPD" smiles="C=CS(=O)(=O)N=C" orbital_gap_ev=10.8 charge=0 homo_energy_ev=-10.35 relative_energy_ev=3.110 lumo_ev=0.43
C -2.19803 0.81047 0.46564 -0.202 -0.912 0.930
C 2.19993 -0.36185 -1.26703 -2.343 -1.648 0.072
C -0.90285 0.78229 0.75592 0.027 -0.413 0.203
N 1.43314 0.42774 -0.65403 -0.424 -0.043 1.795
O -0.61403 -1.48997 -0.44394 1.856 1.279 0.705
O 0.93007 -0.95279 1.47458 -0.154 0.282 -0.222
S 0.19323 -0.52010 0.32163 -1.226 -0.556 -2.406
H -2.86936 1.47827 1.01154 0.390 0.194 -0.434
H -2.70455 -0.01342 -0.05381 0.554 0.511 -0.261
H 3.17076 -0.18550 -1.64806 0.727 0.919 -0.507
H 1.74105 -1.33897 -1.44364 0.896 -0.592 -0.115
H -0.37935 1.36382 1.48121 -0.102 0.978 0.240

***

110
Properties=species:S:1:pos:R:3:forces:R:3 method="wB97M-V/def2-TZVPD" orbital_gap_ev=7.5 charge=0 homo_energy_ev=-7.68 relative_energy_ev=1.168 lumo_ev=-0.21
C -2.24686 3.94998 4.67747 -1.250 1.538 0.585
C -1.36356 2.81165 4.84193 1.632 -1.690 1.121
O -0.77114 2.45122 3.62839 0.145 -0.467 -1.742
H -1.92426 4.75787 4.03631 0.696 0.068 -0.248
H -2.27963 4.34090 5.65856 -0.450 1.052 1.187
H -3.27572 3.76795 4.41147 -0.261 -0.723 -0.284
H -1.88448 1.94759 5.30224 -0.124 0.322 -0.344
H -0.51040 2.98347 5.57245 -0.839 0.252 -0.829
H -1.39643 2.73461 2.91407 0.744 -0.325 0.558
C 0.50340 -0.66263 -0.76802 -0.771 -1.497 -1.131
C 0.00568 -0.50609 0.69110 1.321 -2.620 -1.110
O -0.11680 0.83790 0.94673 -0.203 2.047 -0.539
H 1.53278 -0.35807 -1.00572 -0.404 0.422 0.535
H -0.16793 -0.41598 -1.63968 0.250 1.181 1.282
H 0.48092 -1.71978 -1.04811 0.459 -0.281 0.834
H 0.73555 -0.91553 1.44905 -0.704 -0.067 -1.085
H -0.95554 -1.03325 0.87940 0.526 0.114 -0.357
H -0.51222 0.91774 1.79466 -0.561 0.473 1.679
C -2.73214 -0.95625 5.37723 0.427 2.297 -0.567
C -1.35930 -0.76878 4.75574 -1.059 -1.702 -2.022
O -1.39162 -0.98174 3.30006 -0.827 1.856 0.475
H -3.14496 -1.84995 4.96817 -0.442 -0.743 0.111
H -3.45287 -0.10675 5.24951 0.677 -0.627 -0.194
H -2.49018 -1.00086 6.40897 -0.437 -0.514 1.285
H -0.76595 -1.57791 5.07928 0.535 -1.556 0.314
H -0.71415 -0.00401 5.06603 0.146 2.168 0.067
H -1.99841 -0.29396 2.88525 0.948 -1.039 0.982
C -3.10326 3.26913 -2.07517 1.298 0.194 1.762
C -1.99202 2.24488 -1.59846 -0.048 1.569 -2.699
O -0.95882 2.87120 -0.79996 -0.320 -0.512 0.034
H -2.63775 4.06953 -2.65562 0.057 0.196 0.471
H -3.67017 3.64082 -1.18637 0.405 0.124 -0.757
H -3.80027 2.84047 -2.76020 -0.441 -0.890 -0.333
H -1.63500 1.84334 -2.59089 0.335 0.007 1.428
H -2.49491 1.49962 -1.04477 -0.421 -1.299 0.603
H -0.37702 2.19188 -0.35677 -0.974 0.590 -1.019
C 2.13294 -3.86760 -0.80569 -6.716 -5.941 3.152
O 1.28841 -4.99975 -1.04181 3.767 4.906 0.399
N 3.05342 -3.51856 -1.61269 3.144 1.337 -3.955
N 2.00750 -3.20494 0.34978 1.152 2.560 -0.627
H 3.01725 -4.02927 -2.52341 0.392 0.988 1.285
H 3.55888 -2.59143 -1.51149 -0.955 -1.676 -0.540
H 1.24453 -3.35858 0.99620 -0.444 -0.831 -0.302
H 2.36016 -2.17802 0.38421 -0.329 -2.655 0.083
C -2.91487 0.82832 -4.79634 -6.780 2.985 -2.063
O -4.15586 1.23567 -4.91014 3.131 -1.568 0.938
N -2.49919 -0.20016 -4.19157 0.258 -5.853 4.979
N -2.00166 1.39936 -5.47905 2.549 3.684 -3.332
H -3.28531 -0.67444 -3.69684 1.485 0.218 -0.306
H -1.48989 -0.47852 -4.00861 -1.803 0.557 -0.521
H -2.41004 2.08344 -6.16762 1.579 -0.799 1.294
H -1.03890 1.20443 -5.18622 -0.073 0.840 -0.829
C 3.61333 -0.52465 2.14792 -2.895 -0.447 -6.225
O 3.22978 -0.97634 0.96781 1.427 2.741 3.804
N 3.49028 0.69647 2.55797 -1.338 6.250 -0.791
N 4.12986 -1.27383 3.00933 2.604 -7.197 4.707
H 3.01060 1.45755 1.92899 1.478 -2.523 1.019
H 3.59167 1.14446 3.48077 0.354 -1.634 -0.474
H 3.95999 -2.31373 3.00113 0.402 1.762 -0.545
H 4.46968 -0.95627 3.90702 -0.234 0.231 -0.368
C 2.08586 1.32890 -4.13313 -8.663 0.022 0.848
O 0.75764 1.25002 -3.78042 5.689 -0.135 -1.802
N 2.95831 1.61251 -3.23922 2.878 0.810 1.279
N 2.46575 1.22965 -5.38938 -0.732 -2.219 -4.008
H 2.62316 1.88350 -2.33691 -0.189 0.366 0.828
H 3.88484 1.93490 -3.51205 -0.387 -0.155 0.222
H 1.88163 0.55690 -5.99356 1.207 1.868 1.395
H 3.42493 1.35130 -5.70669 -0.385 -0.193 0.463
C 2.52142 3.03340 0.48090 -0.766 -2.661 -7.104
O 2.65626 2.46832 -0.79907 -0.493 2.430 7.247
N 2.77923 4.29497 0.63504 1.662 2.778 0.340
N 1.94550 2.43444 1.52404 -1.636 -1.786 -0.626
H 3.36116 4.80807 -0.02755 -0.461 -0.507 0.274
H 2.67166 4.68349 1.56025 0.033 0.242 -0.240
H 1.29022 1.61419 1.26565 0.748 1.277 0.474
H 1.90140 2.78463 2.47915 -0.330 0.430 -0.696
C -3.41626 1.78697 2.03505 -6.719 0.620 4.657
O -4.41273 1.98518 2.98298 5.287 -0.695 -4.438
N -2.68632 2.71947 1.48677 1.313 2.895 -1.320
N -3.21171 0.57499 1.58582 -0.489 -4.734 -0.206
H -3.03107 3.65099 1.56893 -0.437 0.589 0.747
H -2.28815 2.68826 0.53626 0.372 -0.719 0.524
H -3.86977 -0.16026 1.93860 0.850 1.275 -0.493
H -2.57163 0.23101 0.85459 -0.492 0.986 0.435
C -1.25921 -4.17771 1.79587 8.023 2.020 1.426
O 0.00582 -3.67989 2.01807 -6.049 -2.287 -0.918
N -1.54241 -5.28834 1.16962 -1.659 -3.977 -3.150
N -2.27661 -3.57164 2.33495 -1.191 4.355 2.501
H -0.99857 -5.94493 0.53000 0.091 2.158 1.607
H -2.55740 -5.46331 1.00084 1.306 0.362 0.402
H -2.12100 -2.75012 2.97339 0.854 -0.833 -1.408
H -3.10364 -3.96302 2.65700 -1.568 -1.725 -0.212
C 1.38768 -2.07682 -3.98905 1.249 -0.280 1.188
O 0.19067 -1.57002 -4.38490 -1.794 0.946 -1.090
H 2.13965 -2.15301 -4.76163 0.590 0.877 -0.293
H 1.31774 -3.07900 -3.67627 -0.494 -1.655 0.609
H 1.64074 -1.54034 -3.08341 0.794 0.316 -0.207
H -0.02899 -1.96392 -5.22088 -0.535 -0.263 -0.524
C -1.40530 -2.99939 -2.00742 -1.211 0.843 0.168
O -2.42593 -3.85846 -2.56030 0.555 -0.572 1.219
H -0.42095 -3.42990 -2.11437 0.304 -0.086 0.016
H -1.56892 -2.68368 -0.94218 -0.058 -0.799 -0.531
H -1.52435 -2.05685 -2.54990 0.401 -0.335 -0.109
H -2.33392 -4.71181 -2.08477 -0.124 0.712 -0.592
C 4.89655 -0.29945 -1.42415 -1.432 3.414 -0.314
O 4.10043 -0.77118 -2.46659 -0.637 -2.018 -1.277
H 5.68828 0.31551 -1.90637 0.197 -0.448 0.932
H 5.20853 -1.04627 -0.73188 0.482 -0.820 0.005
H 4.19530 0.36428 -0.84445 1.227 -0.223 -0.024
H 3.57734 -0.07038 -2.91130 0.601 -0.319 0.940

***

| no. | E (eV) |
| --- | --- |
| 1 | -47515.725 |
| 2 | -8838.444 |
| 3 | -8368.179 |
| 4 | -19609.401 |
| 5 | -69226.830 |